Record 1
A molecular structure, C24H23AlN8O5S2 in a non-equilibrium geometry, computed with the ωB97M-V functional and the def2-TZVPD basis.

Summary:
Relative energy (zero: lowest compared OMol25 entry of this formula, charge and spin) ... 0.000 eV
Spin multiplicity ... 1
Kohn-Sham gap ... 7.2 eV
HOMO level ... -7.3174 eV

```
63
C24H23AlN8O5S2 | the OMol25 dataset | the ωB97M-V functional and the def2-TZVPD basis
H -2.10661 -4.72724 2.65064
O 4.19136 -1.26514 -1.66304
C -2.47587 -0.63280 4.56187
C 4.54208 0.92252 0.55516
H -2.57908 -0.58665 6.70926
Al 0.72671 0.41987 -0.69540
S -0.33737 -3.62539 1.52739
C -1.20287 2.33166 -0.84604
C 3.24042 -0.67840 -1.13786
C -3.39911 -0.74734 -1.26893
H 4.55564 2.46205 2.03457
S 0.53933 -0.72075 1.59283
H 2.59994 -2.52418 -4.79772
C -2.37626 -1.18822 5.84252
C 1.94537 3.10790 1.76125
N 0.97867 -1.45645 -6.46817
H 0.37846 -0.91204 -7.08466
H -4.28811 1.35665 -1.88778
C -1.31570 3.69973 -1.19147
C -3.59057 3.38430 -1.99016
O -0.16339 1.90594 -0.19208
H -4.18360 -0.29679 -0.68171
C -3.46314 2.00066 -1.73924
C 0.72429 0.52559 -3.67584
H -2.75274 0.41415 4.47359
H 5.65032 -0.69150 -0.86325
N 0.67437 0.10989 -4.86239
N 0.55171 0.98680 -2.57695
N -1.11718 -1.81523 -0.29223
N -0.97717 -0.57458 -0.77596
N 2.36866 1.20461 0.12081
N 2.14825 -1.67029 -4.45515
H -1.59168 -4.39139 5.01140
C -2.24222 1.43771 -1.25287
C -2.01797 -2.79469 3.58247
C -2.32648 -1.43075 3.44160
N 4.04950 2.00457 1.26297
H -2.71221 -3.37618 1.62779
C -2.07090 -2.53540 5.98914
C 3.47363 0.43531 -0.17768
O 6.56651 0.83986 1.68702
O 6.35072 -0.40877 -0.19150
H 1.49318 -2.23298 -6.93153
H -4.51288 3.80969 -2.35760
H 1.76541 2.81028 2.81838
H -3.81661 -0.65557 -2.30799
C -1.87561 -3.34406 4.87080
C 2.75370 2.11471 1.03211
C -0.34134 -1.97756 0.83509
H -1.96437 -2.92131 6.97479
H -3.33516 -1.79557 -1.00647
H 2.44629 4.09548 1.79382
C -2.48318 4.23332 -1.75823
O 2.00000 -0.87570 -1.42196
H -2.53271 5.29639 -2.02579
H 2.22967 -1.39708 -3.47932
H -0.44273 4.34030 -1.09514
C -1.95121 -3.68434 2.36429
C 5.93242 0.43723 0.73897
H 0.99637 3.18944 1.20727
H -2.46605 -0.96270 2.46142
C -2.13843 0.01844 -1.14531
C 1.27753 -0.99803 -5.23181
```

=====

Record 2
A molecular structure, C13H4Cl5I2MoO2, computed with the ωB97M-V functional and the def2-TZVPD basis.

Summary:
Relative energy (zero: lowest compared OMol25 entry of this formula, charge and spin) ... 0.503 eV
Net charge ... +1
Spin multiplicity ... 1
Kohn-Sham gap (spin up / spin down) ... 6.2 / 6.1 eV
HOMO level (spin up / spin down) ... -11.9222 / -11.8980 eV

```
27
C13H4Cl5I2MoO2 | the OMol25 dataset | the ωB97M-V functional and the def2-TZVPD basis
Cl -4.84670 -1.71821 -0.33685
C 2.52031 -0.15967 0.30205
H 6.82149 -1.59683 0.98451
C -3.30947 1.62733 1.26787
C 6.65848 0.34788 0.07804
C 6.14952 -0.83143 0.62269
C -4.19157 0.68517 0.72323
C 3.93918 0.00123 0.22638
C 5.81623 1.35197 -0.39672
C -3.74835 -0.58826 0.31692
Cl -0.70699 2.24756 2.03822
O 1.92373 -1.22110 0.71212
C -2.40703 -0.92614 0.45679
H 3.77969 1.94852 -0.68567
I 8.69624 0.61424 -0.02935
H 4.36691 -1.91837 1.10392
Mo 0.42283 -0.07778 1.41068
Cl -1.80827 -2.48252 0.02936
I 0.36723 -0.93773 3.84371
C 4.78228 -1.00928 0.69091
Cl -5.83501 1.09894 0.55009
C -1.53743 0.01842 0.96817
H 6.23203 2.25547 -0.81925
C -1.99311 1.24432 1.36033
O 1.63368 0.80841 0.10196
Cl -3.79574 3.17691 1.78805
C 4.44895 1.17961 -0.32210
```

=====

Record 3
2 unconnected molecules or ions with the total composition C19H21NO5S2 in a non-equilibrium geometry, computed with the ωB97M-V functional and the def2-TZVPD basis.

Summary:
Relative energy (zero: lowest compared OMol25 entry of this formula, charge and spin) ... 0.000 eV
Spin multiplicity ... 1
Kohn-Sham gap ... 8.2 eV
HOMO level ... -8.6207 eV

```
48
C19H21NO5S2 | the OMol25 dataset | the ωB97M-V functional and the def2-TZVPD basis
H 4.46049 -3.67972 -0.26539
H 1.86248 -0.93877 0.67920
S -1.95654 -0.01535 -1.87014
S -2.49565 1.37699 0.66427
C 3.33365 -1.82737 -0.33303
C 2.28884 -3.99759 -0.01560
H 1.17109 2.04460 4.97475
C 0.37893 0.51077 1.46814
C 0.97632 1.58107 4.00591
H -4.74260 3.29281 0.33795
O -0.96458 0.36217 -2.84961
C -4.54887 2.81857 -0.62227
H 2.28323 1.32453 0.85340
C -5.27021 3.15087 -1.77040
H 3.64713 0.96817 -1.90244
H 2.59516 -4.48990 0.91252
C -4.98719 2.51817 -2.98750
H -0.90716 0.68366 4.62891
H 3.71035 -1.30444 -2.38800
C -3.55106 1.84987 -0.71662
H -1.32910 -0.39316 2.46418
C -0.18805 0.82649 3.81986
C 3.50600 -3.31144 -0.65889
C -3.27908 1.21361 -1.91086
C 3.89882 -0.89434 -1.38379
O -2.55568 -1.33020 -1.86567
C -0.46671 0.26477 2.57730
H -3.74734 1.03700 -3.99501
C -0.04482 0.12343 0.13165
H 1.04130 -2.86562 1.39347
C 1.88402 1.73045 2.94906
O -1.85034 2.58082 1.12711
H 4.98222 -0.81345 -1.19293
C -1.34702 0.34291 -0.23857
H 2.81158 2.28698 3.09504
H 3.50605 -3.45118 -1.74645
H 1.85213 -4.74576 -0.68059
C 1.59565 1.18964 1.69415
C 1.28631 -2.87683 0.31830
O 3.28276 0.36888 -1.23142
H 0.33965 -3.01201 -0.22044
H -6.05058 3.90914 -1.71114
N 1.89746 -1.60242 -0.08484
O -3.29532 0.56132 1.55343
H 3.86878 -1.59341 0.60898
C -3.99056 1.54329 -3.06351
H 0.65114 -0.10268 -0.66674
H -5.54307 2.78464 -3.88576
```

=====

Record 4
A single C5H6N2O molecule in a non-equilibrium geometry, computed with the ωB97M-V functional and the def2-TZVPD basis.

Summary:
Relative energy (zero: lowest compared OMol25 entry of this formula, charge and spin) ... 7.152 eV
Spin multiplicity ... 1
Kohn-Sham gap ... 9.2 eV
HOMO level ... -9.2472 eV

```
14
C5H6N2O | the OMol25 dataset | the ωB97M-V functional and the def2-TZVPD basis
N -1.48417 1.11520 0.08964
O -2.56029 -0.85052 -0.76094
C 2.35905 0.02937 -0.60709
H 0.99021 -2.42890 0.96222
C -1.55937 -0.35899 -0.08689
H -1.33406 -1.97516 1.09753
H -1.96639 1.49835 -0.94943
N 0.02084 1.80967 0.36823
C 1.45691 -0.79138 -0.31437
C 0.62578 -1.58389 0.36377
C -0.63416 -1.41287 0.42814
H 0.67208 2.07902 -0.60104
H 3.31319 0.32504 -1.21189
H 0.10036 2.54505 1.22212
```

=====

Record 5
A molecular structure, C43H41N5P2Pt in a non-equilibrium geometry, computed with the ωB97M-V functional and the def2-TZVPD basis.

Summary:
Net charge ... +2
Spin multiplicity ... 1
Kohn-Sham gap ... 7.5 eV
HOMO level ... -13.1045 eV

```
92
C43H41N5P2Pt | the OMol25 dataset | the ωB97M-V functional and the def2-TZVPD basis
P 0.49384 -2.30029 -0.65359
C 0.46366 -0.39037 3.06508
H -0.87209 2.00409 1.26321
H 2.43009 -1.28878 -5.06778
C -0.17545 6.12869 -0.72973
C 2.60811 -3.36491 -4.57263
C -2.85917 -1.42445 -0.78005
H -2.12636 -1.21513 5.03491
H 3.15049 0.92228 -2.23864
C -1.12914 -0.91425 4.74097
H -2.88828 -3.25974 -1.86671
H 1.85889 -0.11440 6.18800
H 3.62883 -4.46216 3.55234
C -4.14845 2.58698 -3.16304
H -1.43408 -3.43449 0.26725
H -1.25175 0.04801 -3.43066
C 2.27160 2.36198 -0.98213
C -2.14564 -2.52149 -1.56340
C 2.85002 -3.22829 0.50014
C 1.59950 -1.72952 -3.13517
C -4.55411 1.42812 2.25629
H -1.57376 -0.96196 2.63501
H 3.48975 0.27814 3.82378
C 3.22845 1.23821 -1.19602
C 1.41064 4.39256 -0.87350
N 2.59546 0.09931 3.39735
H -4.65798 0.10261 0.57988
C 1.41934 -0.18188 4.07092
C -3.63380 2.24952 -4.40668
H -1.71782 3.09631 -0.51045
C -4.03020 0.77405 1.15300
H -0.44911 -0.80013 6.77622
H 3.31648 -2.99414 -0.45052
Pt 0.36941 0.04607 -0.35443
C -2.07329 0.75293 -3.36331
H 1.28316 -0.71196 -2.92672
N 1.07593 -0.22159 1.82960
C -0.83243 -0.77442 3.40080
C -1.07565 -3.23596 -0.74391
C 2.23307 -2.05249 -4.32699
N 2.83943 0.11239 -0.34996
C -1.19485 5.17622 -0.59597
N 2.58525 3.67170 -1.01579
H -0.83294 -4.19208 -1.20964
C 1.66069 -3.88633 2.92010
H -0.17589 -3.25156 2.03859
H 4.07910 -0.67493 1.17142
C 3.02707 -4.05986 2.74823
P -1.97457 0.18684 -0.66144
C -1.90772 1.85469 1.54174
H -2.21768 5.51197 -0.48895
C 2.34763 -4.35916 -3.63651
C 1.47139 -3.07178 0.65987
H -3.07234 -1.76338 0.23709
H -2.18282 1.08660 -5.47611
H 3.95123 1.07899 1.16936
H -4.02959 2.28814 -1.04713
H -1.71423 -2.11734 -2.48399
H 4.68460 -3.87285 1.39669
C 3.38551 0.15638 1.01795
H 2.63795 -5.38232 -3.83397
C 2.32703 0.04665 2.07116
C 1.14541 5.75610 -0.86839
H 1.51730 -4.81559 -1.71090
H 1.19474 -4.13780 3.86397
C -3.76133 2.29236 2.99981
C 1.71398 -4.04463 -2.44677
C -2.70081 0.98708 0.78871
H 3.50035 4.06623 -1.15992
H -1.81964 3.17750 3.22419
C -3.63088 2.00945 -2.01341
C 0.88610 -3.39101 1.88405
C -2.60166 1.07575 -2.11369
N 0.98401 2.16657 -0.81979
H -5.58924 1.26911 2.52817
H 1.93267 6.49015 -0.97776
H 3.10351 -3.62033 -5.49994
C -0.17362 -0.67289 5.73837
C 3.62109 -3.72867 1.53763
H -0.43054 7.17942 -0.73404
C -2.59181 1.33759 -4.50649
H -4.96121 3.29654 -3.08355
H -4.04528 2.70205 -5.29894
C -0.92725 3.82334 -0.60188
C 1.11730 -0.30033 5.42188
C 0.39971 3.42908 -0.74525
H -3.81006 -1.19991 -1.26520
C 1.34087 -2.72401 -2.19370
C -2.43824 2.50619 2.64287
H 4.25853 1.56249 -1.02394
H -4.17864 2.79910 3.85985
H 3.10222 -0.75697 -0.79735
```